# 1
# C4H4Br12

A structure of composition C4H4Br12 at a distorted geometry (ωB97M-V with the def2-TZVPD basis set, OMol25).

Structure (XYZ):
```
20
Properties=species:S:1:pos:R:3:lowdin_charge:R:1
C -1.52756 -1.06622 2.70507 -1.62
Br -1.87742 -1.04029 0.86055 0.58
Br -1.78657 -2.71668 3.68546 0.58
Br -2.53379 0.42082 3.59517 0.50
H -0.44786 -0.95516 2.70611 -0.11
C -1.23839 -0.09871 -3.78186 -1.59
Br -0.78430 -1.98380 -3.72547 0.57
Br -0.63561 0.81557 -5.37468 0.59
Br -0.92561 0.82393 -2.07312 0.51
H -2.30953 -0.10094 -3.91647 -0.05
C 0.79492 2.76957 1.35803 -1.69
Br -1.08848 2.79404 0.96957 0.54
Br 1.25234 2.81896 3.18792 0.62
Br 1.78332 4.01325 0.28060 0.58
H 1.07984 1.78297 0.96863 -0.09
C 2.02554 -1.66827 -0.27113 -1.63
Br 2.73843 0.05815 -0.85533 0.57
Br 1.87297 -1.99711 1.60350 0.65
Br 2.61847 -3.16227 -1.33429 0.59
H 0.98931 -1.50781 -0.58827 -0.09
```

The calculation puts the orbital gap at 9.752 eV. The value obtained for the energy above the lowest of the compared OMol25 structures with the same formula, charge and spin is 4.0 kcal per mole. The HOMO energy is -10.2 eV. The charge is 0. The LUMO energy is -0.4750 eV. The total energy is -31042.9236 Eh.

# 2
# C19H12N6O2

An isolated molecule of C19H12N6O2 at a distorted geometry (ωB97M-V with the def2-TZVPD basis set, OMol25).

Structure (XYZ):
```
39
Properties=species:S:1:pos:R:3:lowdin_charge:R:1
H 2.23585 -0.28625 -3.54836 0.08
N 2.07959 0.49576 -2.86492 0.15
C 1.01206 0.54617 -2.10564 -0.26
C 0.10650 -0.59696 -2.40674 -0.09
N 0.05293 -1.51196 -3.55811 0.15
C -0.77770 -2.47521 -3.12586 -0.01
N -1.19989 -2.23940 -1.76978 0.08
C -1.65688 -2.90909 -0.69854 -0.34
O -1.99696 -4.11394 -0.81395 0.09
N -1.47636 -2.06949 0.41435 0.13
C -1.82783 -2.29744 1.76341 -0.10
C -1.99267 -1.20980 2.72190 -0.02
C -2.41670 -1.39973 3.99248 -0.08
C -2.88047 -2.71305 4.34787 -0.03
C -2.60401 -3.86925 3.47378 -0.07
C -2.12739 -3.64317 2.22435 -0.03
C -0.86414 -0.89049 -0.05600 -0.16
N -0.57985 0.22382 0.57418 0.23
C -0.06455 1.42260 -0.07171 -0.38
O -0.37578 2.45656 0.53429 0.08
N 0.94809 1.49570 -1.05553 0.08
C 1.87571 2.56921 -1.11129 -0.24
C 1.92916 3.44255 -2.16196 -0.03
C 2.59375 4.69828 -2.10542 -0.04
C 3.33522 4.97912 -0.89258 -0.08
C 3.34836 3.99921 0.10118 -0.11
C 2.65742 2.77783 0.06006 0.02
C -0.70386 -1.04280 -1.42146 -0.14
H -0.87288 -3.47019 -3.60677 0.15
H -1.63271 -0.19683 2.60015 0.10
H -2.63041 -0.73373 4.74646 0.08
H -3.25096 -2.90038 5.35095 0.09
H -2.93489 -4.89536 3.70550 0.11
H -2.01835 -4.47462 1.58342 0.09
H 1.34847 3.20122 -3.01906 0.10
H 2.64781 5.41106 -2.93827 0.10
H 4.08546 5.84620 -0.80741 0.12
H 3.87200 4.22555 0.97927 0.08
H 2.75685 2.14831 0.96577 0.13
```

The calculation puts the orbital gap at 7.631 eV. The value obtained for the energy above the lowest of the compared OMol25 structures with the same formula, charge and spin is 51.7 kcal per mole. The HOMO energy is -8.9 eV. The SMILES is [H]/N=c1\c2ncn3c(=O)n(-c4ccccc4)c(nc(=O)n1-c1ccccc1)c23. The charge is 0. The LUMO energy is -1.2979 eV. The total energy is -1210.1641 Eh.

# 3
# C14H21ClN2O5S

A cluster of 2 separate species, C14H21ClN2O5S in total at a distorted geometry (ωB97M-V with the def2-TZVPD basis set, OMol25).

Structure (XYZ):
```
44
Properties=species:S:1:pos:R:3:lowdin_charge:R:1
C 0.54787 -1.24744 1.97868 -0.13
C -1.05193 -1.18199 2.33034 -0.19
C -1.73843 0.30871 2.08458 -0.39
C -3.37149 0.00091 1.89481 -0.12
N -4.62774 -0.29884 1.64526 0.10
C -1.62423 1.31632 3.37443 -0.16
C -0.09380 1.67879 3.83895 -0.19
C 0.64074 2.85115 2.95668 -0.19
C 2.29545 2.63304 2.93714 -0.23
S 2.99670 2.61388 1.19841 0.78
O 2.51624 1.43638 0.31632 -0.39
O 2.75556 3.91922 0.38721 -0.35
O 4.71319 2.40426 1.38197 -0.23
C -1.26954 1.00046 0.64784 -0.52
Cl -2.20460 2.61752 0.36631 0.58
C -1.53185 -0.04055 -0.62124 -0.11
N -1.91332 -0.72480 -1.68001 0.11
H 1.02460 -0.18465 1.71853 0.06
H 0.81254 -2.00201 1.09529 0.10
H 1.09482 -1.57610 2.98779 0.09
H -1.31868 -1.63833 3.39963 0.14
H -1.59833 -1.90671 1.55489 0.12
H -2.19218 2.32942 3.20730 0.12
H -2.13306 0.77601 4.30966 0.14
H -0.17886 2.10836 4.94971 0.13
H 0.63610 0.76605 3.90756 0.10
H 0.48307 3.86670 3.56364 0.13
H 0.18643 3.03266 1.89351 0.09
H 2.82164 3.53624 3.50015 0.13
H 2.60621 1.65000 3.50019 0.12
H 4.78671 1.39575 1.53008 0.11
H -0.13690 1.29249 0.61360 0.08
O 1.49231 -3.89874 -7.05542 0.10
C 0.69950 -3.41521 -6.26432 -0.46
C -0.55116 -2.67484 -6.63020 -0.09
C -0.90383 -1.98948 -5.33432 -0.18
C -0.34243 -2.92993 -4.30025 -0.18
O 0.81012 -3.51245 -4.90694 0.03
H -1.31735 -3.39452 -6.93157 0.14
H -0.36271 -1.95246 -7.42774 0.13
H -1.97483 -1.80642 -5.21347 0.12
H -0.38688 -1.02381 -5.27715 0.12
H -1.04361 -3.73048 -4.04211 0.13
H -0.05201 -2.40455 -3.38578 0.11
```

The calculation puts the orbital gap at 9.559 eV. The HOMO energy is -9.9 eV. The SMILES is CC[C@@](C#N)(CCCCS(=O)(=O)O)[C@H](Cl)C#N.O=C1CCCO1. The charge is 0. The LUMO energy is -0.3662 eV. The total energy is -1889.8305 Eh.

# 4
# C25H45CeNP2S

A structure of composition C25H45CeNP2S at a distorted geometry (ωB97M-V with the def2-TZVPD basis set, OMol25).

Structure (XYZ):
```
75
Properties=species:S:1:pos:R:3:lowdin_charge:R:1
Ce 0.15768 -0.24914 0.33016 1.04
C 2.14592 -2.05241 0.08168 -0.27
C 2.56770 -0.82657 -0.54397 -0.28
C 2.48693 -0.48266 1.75799 -0.25
C 2.12374 -1.83751 1.49832 -0.24
C 2.74649 0.15689 0.49621 -0.29
C 1.78395 -3.33066 -0.59677 0.00
H 1.35358 -3.15881 -1.59027 0.09
H 1.05510 -3.89019 0.00471 0.07
H 2.65660 -3.98890 -0.73885 0.12
C 1.94272 -2.88611 2.55136 0.01
H 1.62849 -3.84628 2.13577 0.08
H 1.20443 -2.58897 3.30975 0.07
H 2.89604 -3.08162 3.07317 0.12
C 2.68108 0.11517 3.11015 0.01
H 3.74581 0.19528 3.36953 0.12
H 2.19758 -0.47555 3.89577 0.08
H 2.26531 1.12736 3.18696 0.08
C 3.23230 1.55511 0.32700 0.01
H 4.33499 1.58988 0.28853 0.12
H 2.91413 2.19510 1.16196 0.08
H 2.87134 2.00943 -0.60542 0.07
C 2.75633 -0.62952 -1.99792 0.00
H 3.67733 -1.10495 -2.36801 0.13
H 2.82915 0.43146 -2.25822 0.07
H 1.93352 -1.06812 -2.57747 0.07
C -1.61460 0.51102 -2.08276 -0.15
C -0.64168 -0.27130 -2.61686 -0.16
C -0.10359 -0.03203 -4.00841 -0.15
C 0.83810 1.19071 -4.24535 -0.16
C 1.05183 2.13156 -3.09004 -0.12
C 0.07335 2.88195 -2.57759 -0.10
C -1.32068 2.89853 -3.14665 -0.16
C -2.22071 1.66305 -2.84891 -0.15
H -0.94199 0.05081 -4.72564 0.13
H 0.46101 1.73107 -5.13373 0.13
H 0.44806 -0.93854 -4.31522 0.12
H -2.61404 1.30312 -3.81918 0.13
H -2.18625 0.21307 -1.18548 0.09
H -0.40804 -1.27022 -2.20106 0.09
H -3.10433 2.01917 -2.29095 0.12
H -1.82832 3.79143 -2.74184 0.12
H 0.25595 3.57973 -1.75390 0.10
H -1.29740 3.04934 -4.24234 0.13
H 1.82728 0.80642 -4.54775 0.12
H 2.08622 2.24031 -2.74702 0.10
P -1.94379 -2.45023 0.61894 0.76
C -1.75023 -3.82908 1.81560 -0.23
H -2.65442 -4.45583 1.76781 0.07
H -1.63776 -3.43267 2.83559 0.04
H -0.87229 -4.43916 1.56219 0.04
C -3.56355 -1.85192 1.23992 -0.24
H -4.21569 -2.72220 1.40064 0.07
H -4.02597 -1.17681 0.51057 0.05
H -3.42316 -1.32717 2.19246 0.04
C -2.49742 -3.36609 -0.86361 -0.26
H -2.93565 -2.66426 -1.58616 0.05
H -3.25065 -4.11096 -0.56348 0.07
H -1.63909 -3.87256 -1.32832 0.05
P -0.80400 2.29677 1.69925 0.78
C 0.28703 3.75033 1.44107 -0.26
H -0.33094 4.65983 1.47268 0.07
H 0.76961 3.66666 0.45743 0.02
H 1.05866 3.79420 2.22051 0.06
C -2.35174 3.02091 1.02740 -0.25
H -2.15952 3.42548 0.02752 0.04
H -2.66569 3.82975 1.70393 0.07
H -3.13716 2.25860 0.97402 0.05
C -1.16968 2.49452 3.49178 -0.25
H -1.42958 3.54526 3.69802 0.07
H -0.29573 2.20836 4.09481 0.05
H -2.01533 1.85568 3.78040 0.05
S -0.86492 -1.17037 5.18817 0.77
C -0.77307 -0.80933 3.65820 -0.95
N -0.65669 -0.55463 2.48125 -0.17
```

The calculation puts the orbital gap (spin up / spin down) at 6.253 / 6.299 eV. The value obtained for the energy above the lowest of the compared OMol25 structures with the same formula, charge and spin is 0.0 kcal per mole. The HOMO energy (spin up / spin down) is -14.2 / -14.2 eV. The charge is +2. The LUMO energy (spin up / spin down) is -7.9135 / -7.8678 eV. The total energy is -2589.8232 Eh.

# 5
# C26H28Cl56N4O4

A cluster of 18 separate species, C26H28Cl56N4O4 in total at a distorted geometry (ωB97M-V with the def2-TZVPD basis set, OMol25).

Structure (XYZ):
```
118
Properties=species:S:1:pos:R:3:lowdin_charge:R:1
C 18.17515 8.59235 15.96528 0.00
C 18.93305 9.88034 15.52148 -0.55
O 18.55158 10.97099 15.88461 0.03
N 19.99108 9.66071 14.63898 -0.02
C 20.78163 10.72270 14.07247 -0.09
H 18.23969 8.71974 17.08746 0.10
H 18.77762 7.74426 15.61135 0.07
H 17.17169 8.56325 15.65717 0.05
H 20.10652 8.69743 14.31434 0.13
H 21.56857 10.99400 14.74807 0.08
H 20.11391 11.55806 13.77106 0.05
H 21.30184 10.26388 13.23585 0.08
C 17.91696 20.76267 16.30153 -0.04
C 18.06789 22.25058 16.18411 -0.65
O 19.13664 22.76788 16.15974 -0.01
N 16.96616 22.97280 15.93046 0.05
C 17.08465 24.38877 15.60897 -0.05
H 18.78434 20.45118 16.92621 0.07
H 18.10490 20.24839 15.35167 0.07
H 16.95059 20.40846 16.71210 0.03
H 16.25782 22.43903 15.57155 0.04
H 17.36694 24.47998 14.59801 0.07
H 17.78288 24.97769 16.22395 0.10
H 16.15992 24.80907 15.82008 0.04
C 12.61190 23.72567 16.61193 -0.02
C 13.39185 24.81991 17.23315 -0.55
O 13.16291 26.01460 17.07916 0.04
N 14.53187 24.42692 17.90440 0.01
C 15.49656 25.42802 18.44877 -0.06
H 12.14712 23.10189 17.39290 0.05
H 13.24788 22.98332 16.07131 0.06
H 11.84283 24.13737 15.98639 0.08
H 14.78154 23.44683 17.96061 0.08
H 16.41760 24.90494 18.70762 0.06
H 15.06809 25.83904 19.34555 0.07
H 15.59723 26.27534 17.77854 0.08
C 12.76814 20.42879 13.66643 0.00
C 13.95960 21.31678 13.66791 -0.53
O 14.70154 21.55539 14.61433 -0.04
N 14.14082 22.06949 12.51528 0.01
C 15.26237 22.89761 12.22129 -0.05
H 13.07644 19.41036 13.99190 0.05
H 12.35634 20.24163 12.65994 0.05
H 11.98212 20.74736 14.32289 0.08
H 13.77077 21.52742 11.77431 0.04
H 14.89354 23.79745 11.85824 0.07
H 15.99978 22.49256 11.60638 0.07
H 15.75742 23.10516 13.20900 0.09
C 14.80875 18.27654 10.34115 -1.95
Cl 15.52849 18.59158 11.97727 0.50
Cl 13.54472 19.46302 10.13904 0.58
Cl 16.06255 18.27001 9.12552 0.57
Cl 14.01147 16.62682 10.31605 0.44
C 14.28106 20.48429 19.15829 -2.02
Cl 14.13366 20.40357 17.43423 0.58
Cl 13.95467 18.86751 19.82615 0.49
Cl 15.84989 20.98755 19.69278 0.56
Cl 13.06115 21.59980 19.94585 0.50
C 10.69173 14.67642 20.41211 -2.00
Cl 10.56453 13.08338 21.17381 0.51
Cl 11.26581 14.61791 18.73397 0.51
Cl 9.03552 15.38863 20.43427 0.48
Cl 11.79099 15.63762 21.43930 0.49
C 14.91159 16.44019 15.34850 -1.94
Cl 13.23404 16.57580 14.86108 0.52
Cl 15.59688 18.04238 15.17923 0.50
Cl 15.00488 15.94890 17.08033 0.50
Cl 15.79814 15.23011 14.27264 0.48
C 10.58135 12.96035 14.44695 -1.87
Cl 10.59985 12.02862 12.88611 0.48
Cl 9.53982 12.21628 15.74116 0.48
Cl 12.24547 13.04528 15.16209 0.47
Cl 9.85183 14.60914 14.14432 0.46
C 15.89445 13.67676 21.44459 -2.06
Cl 14.42832 12.73130 21.37719 0.54
Cl 17.15407 13.25924 20.25887 0.50
Cl 15.35922 15.35911 21.25476 0.48
Cl 16.66304 13.49981 23.00297 0.53
C 20.28627 22.18106 19.89651 -1.95
Cl 20.10472 20.42466 19.93898 0.51
Cl 20.83957 22.60395 21.56450 0.49
Cl 21.51019 22.66947 18.66352 0.52
Cl 18.74532 23.02579 19.51201 0.51
C 16.24286 9.84459 11.25527 -2.06
Cl 15.99362 11.10913 10.11063 0.53
Cl 16.22074 10.42015 12.96073 0.52
Cl 15.02516 8.60289 11.07594 0.53
Cl 17.80667 9.04442 11.00456 0.51
C 18.70268 14.32996 10.46104 -1.98
Cl 19.44201 13.21604 11.65885 0.51
Cl 17.01831 14.65296 10.98421 0.45
Cl 19.47437 15.92693 10.40842 0.53
Cl 18.78046 13.45141 8.91588 0.52
C 12.75782 12.97202 10.04590 -2.03
Cl 12.37790 11.25861 9.90544 0.53
Cl 13.91670 13.35676 8.81446 0.53
Cl 11.29857 14.01489 9.89877 0.50
Cl 13.45648 13.33556 11.64909 0.45
C 9.15451 18.05141 11.94465 -2.14
Cl 8.66690 19.61580 11.32096 0.55
Cl 10.64570 17.51191 11.42558 0.57
Cl 9.14573 18.11456 13.71654 0.47
Cl 7.90395 16.90417 11.46818 0.53
C 19.31332 16.26600 18.04006 -2.01
Cl 20.91209 16.37762 17.37002 0.56
Cl 19.42169 16.33703 19.77756 0.55
Cl 18.24012 17.44518 17.25426 0.51
Cl 18.56814 14.64994 17.60471 0.44
C 9.57214 19.40856 17.73724 -2.01
Cl 9.58930 21.14710 17.32934 0.54
Cl 11.06587 18.66584 17.14651 0.48
Cl 9.37618 19.00758 19.44251 0.53
Cl 8.24790 18.55679 16.92158 0.49
C 20.99843 20.86973 12.44857 -2.03
Cl 19.90113 21.99162 13.24471 0.57
Cl 20.87309 21.00743 10.67372 0.50
Cl 22.65886 21.21743 13.01876 0.52
Cl 20.51985 19.23064 12.87649 0.51
```

The calculation puts the orbital gap at 8.889 eV. The HOMO energy is -9.2 eV. The charge is 0. The LUMO energy is -0.2912 eV. The total energy is -27298.1040 Eh.

# 6
# C6H8N

The ion C6H8N with charge +1 at a distorted geometry (ωB97M-V with the def2-TZVPD basis set, OMol25).

Structure (XYZ):
```
15
Properties=species:S:1:pos:R:3:lowdin_charge:R:1
C 0.21260 1.72831 -0.44195 -0.02
C -0.56601 0.84072 0.53588 -0.15
C -2.03172 0.72183 0.20470 0.16
C -2.19822 -0.43110 -0.23712 0.15
C -1.15488 -1.31633 -0.26668 -0.01
N -0.10934 -0.75573 0.23924 -0.02
C 1.20562 -1.27409 0.24058 0.01
H 0.51859 1.22771 -1.33214 0.08
H 1.09363 2.14009 0.06681 0.10
H -0.50201 2.51280 -0.79265 0.11
H -0.21867 0.99912 1.54396 0.15
H -1.10049 -2.26391 -0.66961 0.14
H 1.88642 -0.80171 -0.36409 0.09
H 1.41702 -2.25932 0.04962 0.09
H 1.54744 -1.06839 1.22345 0.11
```

The calculation puts the orbital gap (spin up / spin down) at 9.199 / 8.995 eV. The value obtained for the energy above the lowest of the compared OMol25 structures with the same formula, charge and spin is 158.7 kcal per mole. The HOMO energy (spin up / spin down) is -15.5 / -15.5 eV. The SMILES is C[C@H]1C#CC=[N+]1C. The charge is +1. The LUMO energy (spin up / spin down) is -6.2821 / -6.4744 eV. The total energy is -287.7033 Eh.

Molecular weight
In order: 1010.92, 356.34, 364.85, 593.77, 2445.90, 94.14
Unit: g mol⁻¹